[1]
Here is 7 unconnected molecules or ions with the total composition C28H42O14 at a distorted geometry from the Open Molecules 2025 dataset. Energies are from ωB97M-V/def2-TZVPD.

Geometry as XYZ:
```
84
Properties=species:S:1:pos:R:3:mulliken_charge:R:1
O -1.757 -0.103 -2.164 -0.562
C -0.826 0.133 -1.454 0.246
C -0.859 0.802 -0.101 -0.339
C 0.632 0.971 0.259 0.356
C 1.319 -0.059 -0.663 -0.452
O 0.416 -0.321 -1.728 -0.161
H -1.331 1.778 -0.076 0.350
H -1.280 0.128 0.645 0.252
H 1.026 1.953 -0.006 0.376
H 0.848 0.717 1.292 -0.488
H 2.287 0.243 -1.062 0.376
H 1.520 -0.967 -0.079 -0.013
O -0.800 -2.821 0.185 -0.457
C -0.223 -3.865 0.099 0.429
C 0.908 -4.217 -0.851 0.089
C 1.444 -5.567 -0.339 -0.682
C 0.390 -6.011 0.708 -0.374
O -0.444 -4.877 0.970 -0.414
H 0.579 -4.339 -1.880 0.241
H 1.651 -3.428 -0.766 0.028
H 1.468 -6.331 -1.115 0.268
H 2.465 -5.501 0.033 0.302
H -0.261 -6.759 0.265 0.296
H 0.898 -6.324 1.614 0.284
O -3.305 1.689 4.705 -0.550
C -2.625 2.594 4.341 0.370
C -2.026 2.841 2.972 0.458
C -1.526 4.300 3.058 -0.622
C -1.360 4.507 4.554 -0.337
O -2.193 3.558 5.205 -0.396
H -1.305 2.096 2.648 -0.401
H -2.867 2.837 2.276 0.324
H -0.603 4.519 2.520 0.353
H -2.281 4.900 2.546 0.273
H -0.321 4.270 4.814 0.189
H -1.509 5.527 4.904 0.348
O -2.723 2.806 -6.395 -0.567
C -3.380 2.444 -5.471 0.323
C -3.093 1.452 -4.374 0.452
C -4.472 1.037 -3.888 -0.525
C -5.385 2.180 -4.374 -0.329
O -4.613 2.990 -5.257 -0.374
H -2.450 0.647 -4.716 -0.004
H -2.537 1.946 -3.577 0.021
H -4.806 0.071 -4.259 0.284
H -4.528 0.966 -2.802 0.220
H -6.243 1.770 -4.916 0.202
H -5.846 2.778 -3.587 0.309
O -0.363 -3.475 -7.106 -0.589
C 0.083 -2.601 -6.423 0.548
C 0.241 -1.129 -6.799 -0.312
C 1.414 -0.738 -5.903 -0.643
C 1.048 -1.552 -4.657 0.111
O 0.704 -2.832 -5.255 -0.404
H 0.352 -1.011 -7.874 0.332
H -0.615 -0.488 -6.569 0.044
H 2.370 -1.098 -6.285 0.322
H 1.524 0.329 -5.702 0.331
H 1.895 -1.727 -4.004 0.261
H 0.183 -1.115 -4.165 0.006
O 3.116 4.504 3.803 -0.577
C 3.539 3.472 3.390 0.460
C 4.863 3.203 2.708 -0.480
C 4.644 1.830 2.079 -0.559
C 3.593 1.208 3.011 0.082
O 2.840 2.311 3.503 -0.263
H 5.034 3.969 1.951 0.305
H 5.708 3.278 3.390 0.260
H 4.197 1.944 1.089 0.173
H 5.540 1.225 1.954 0.431
H 2.916 0.584 2.431 -0.057
H 4.068 0.602 3.784 0.299
O -1.800 -0.639 5.605 -0.522
C -0.820 -1.017 5.056 0.477
C 0.001 -2.271 5.331 -0.709
C 0.646 -2.498 3.952 -0.349
C 0.917 -1.043 3.580 0.644
O -0.303 -0.384 3.944 -0.275
H 0.771 -2.086 6.081 0.280
H -0.644 -3.089 5.637 0.362
H 1.560 -3.093 3.932 0.416
H -0.080 -2.937 3.269 0.152
H 1.797 -0.618 4.059 -0.097
H 0.988 -0.978 2.492 -0.434
```

Output
SMILES string   O=C1CCCO1.O=C1CCCO1.O=C1CCCO1.O=C1CCCO1.O=C1CCCO1.O=C1CCCO1.O=C1CCCO1
E_LUMO   -0.137 eV
DFT total energy   -2145.52931 hartree
Charge   0
Strongest force on any atom   1.78 eV Å⁻¹
Frontier orbital gap   9.70 eV
Energy relative to the best compared isomer or geometry (same formula, charge and spin)   112.1 kJ/mol

=====

[2]
Here is a molecular structure, C28H43As2N2O2RuS from the Open Molecules 2025 dataset. Energies are from ωB97M-V/def2-TZVPD.

Geometry as XYZ:
```
79
Properties=species:S:1:pos:R:3:mulliken_charge:R:1
Ru -1.095 -0.630 0.508 -0.257
C 3.479 4.450 -0.702 -1.533
C 2.947 3.808 0.586 1.746
C 1.516 4.296 0.814 -1.874
C 3.811 4.247 1.778 -1.675
C 3.020 2.290 0.448 0.269
C 4.277 1.670 0.258 -0.469
C 4.421 0.308 0.109 -1.563
C 3.270 -0.477 0.150 1.816
S 3.099 -2.201 -0.034 -0.418
C 1.399 -2.040 0.146 0.228
N 0.985 -0.812 0.349 2.234
C 2.022 0.110 0.349 -3.833
C 1.894 1.493 0.494 0.789
C 0.379 -3.074 0.091 0.595
C 0.621 -4.415 -0.181 -0.772
C -0.441 -5.305 -0.240 -0.974
C -1.741 -4.850 -0.030 -0.773
C -1.985 -3.510 0.240 -0.089
C -0.937 -2.591 0.303 0.507
H 3.448 5.537 -0.613 0.457
H 2.868 4.166 -1.562 0.270
H 4.512 4.167 -0.908 0.351
H 1.515 5.381 0.910 0.458
H 1.090 3.889 1.735 0.321
H 0.857 4.041 -0.020 0.327
H 3.759 5.330 1.892 0.465
H 4.859 3.979 1.643 0.356
H 3.459 3.790 2.705 0.361
H 5.167 2.284 0.229 0.502
H 5.399 -0.132 -0.031 0.471
H 0.908 1.920 0.630 0.637
H 1.632 -4.768 -0.351 0.525
H -0.261 -6.350 -0.449 0.452
H -2.569 -5.545 -0.074 0.506
H -3.008 -3.196 0.413 0.156
C -3.943 1.602 0.498 -1.086
As -3.526 -0.283 0.396 0.703
C -4.239 -0.754 -1.338 -1.164
C -4.816 -1.060 1.609 -1.280
H -5.000 1.763 0.292 0.448
H -3.336 2.130 -0.235 0.305
H -3.711 1.981 1.493 0.331
H -5.299 -0.507 -1.368 0.496
H -4.107 -1.817 -1.534 0.345
H -3.713 -0.176 -2.096 0.294
H -5.814 -0.764 1.291 0.502
H -4.645 -0.683 2.616 0.387
H -4.755 -2.147 1.614 0.378
O -0.583 2.282 -2.522 -0.744
C -0.468 1.168 -2.040 0.221
O -1.045 0.746 -0.979 -0.263
C 0.426 0.158 -2.772 0.277
N 0.912 0.864 -4.013 0.093
C 0.400 0.106 -5.213 -0.687
C 0.252 -1.311 -4.685 -0.789
C -0.304 -1.097 -3.275 -0.202
H 1.288 -0.085 -2.152 -0.081
H 1.927 0.937 -4.028 0.412
H 0.514 1.821 -3.927 0.390
H 1.095 0.225 -6.040 0.431
H -0.558 0.546 -5.483 0.295
H 1.223 -1.807 -4.651 0.322
H -0.406 -1.907 -5.314 0.440
H -0.128 -1.947 -2.617 -0.034
H -1.380 -0.919 -3.311 0.118
C -1.303 0.428 3.920 -1.097
As -0.933 -1.147 2.862 0.584
C -2.053 -2.513 3.633 -1.137
C 0.837 -1.665 3.432 -1.190
H -1.078 0.213 4.964 0.464
H -2.353 0.700 3.830 0.348
H -0.684 1.257 3.582 0.308
H -1.896 -2.529 4.710 0.483
H -1.782 -3.476 3.206 0.371
H -3.098 -2.300 3.422 0.272
H 0.838 -1.806 4.512 0.537
H 1.551 -0.886 3.169 0.283
H 1.118 -2.602 2.953 0.346
```

Output
E_LUMO (spin up / spin down)   -5.708 / -7.081 eV
Spin multiplicity   2
DFT total energy   -6316.93542 hartree
Charge   +2
Strongest force on any atom   0.36 eV Å⁻¹
Frontier orbital gap (spin up / spin down)   7.98 / 6.72 eV
Energy relative to the best compared isomer or geometry (same formula, charge and spin)   7.0 kJ/mol

=====

[3]
Here is a gas-phase ion, C28H43BBrClF2N3O3S (charge +1) at a distorted geometry from the Open Molecules 2025 dataset. Energies are from ωB97M-V/def2-TZVPD.

Geometry as XYZ:
```
83
Properties=species:S:1:pos:R:3:mulliken_charge:R:1
C 3.197 2.027 3.387 -0.635
C 2.931 0.857 2.604 -0.625
C 2.273 -0.622 2.214 0.216
N 1.215 -0.678 1.213 1.152
C 0.508 0.568 0.833 -0.777
C 1.038 1.437 -0.410 0.163
C 1.373 3.025 -0.238 0.084
C 2.756 3.650 0.457 -0.530
C 3.101 5.240 0.627 -0.624
C 2.074 6.402 0.096 -0.453
C 0.710 5.851 -0.668 -0.650
C 0.367 4.222 -0.843 0.292
C -1.009 3.927 -1.703 -0.568
C -1.119 0.165 0.884 0.759
F -1.169 -0.340 2.320 -0.530
C -1.917 1.556 1.061 -0.142
C -2.040 2.101 2.644 -0.117
C -2.292 3.749 2.470 -0.901
Br -3.632 1.429 3.629 -0.112
N -1.543 -0.870 -0.106 1.460
C -1.598 -0.387 -1.571 0.549
C -2.383 0.816 -2.061 -1.344
B -3.046 -1.255 0.051 0.025
O -3.919 -0.838 1.183 -0.437
N -3.859 -1.943 -1.073 -0.056
C -4.597 -3.183 -0.536 -1.043
C -5.080 -1.064 -1.437 -0.766
C -0.699 -2.155 0.047 -0.923
C -0.877 -3.242 -1.163 -0.647
Cl -1.786 -3.130 1.282 -0.014
C 0.872 -1.977 0.546 0.788
C 1.991 -2.143 -0.661 0.464
C 1.737 -1.449 -2.102 -1.394
C 2.551 -3.612 -1.069 -0.795
C 4.203 -3.795 -0.844 -0.592
C 5.101 -2.770 -1.749 -0.851
S 1.171 -3.382 1.808 1.216
O 0.603 -3.151 3.220 -0.552
O 2.698 -3.694 2.074 -0.590
F 0.622 -4.951 1.354 -0.324
H 3.602 3.124 3.610 0.313
H 2.063 -1.115 3.283 0.457
H 3.252 -1.201 1.844 0.320
H 0.481 1.370 1.729 0.645
H 2.083 0.946 -0.729 0.329
H 0.405 1.406 -1.410 -0.318
H 3.567 2.891 0.820 0.429
H 4.113 5.571 1.142 0.298
H 2.268 7.560 0.228 0.306
H -0.030 6.673 -1.104 0.243
H -0.764 3.053 -2.441 -0.030
H -1.227 4.880 -2.389 0.487
H -1.968 3.772 -1.050 0.169
H -1.323 2.442 0.557 -1.225
H -3.006 1.628 0.649 0.657
H -1.012 2.034 3.220 0.422
H -3.322 3.930 1.905 0.286
H -2.317 4.170 3.566 0.408
H -1.394 4.272 1.894 0.213
H -0.994 -0.839 -2.462 0.188
H -2.062 1.406 -3.050 0.364
H -3.279 1.303 -1.483 0.084
H -4.117 -1.602 1.799 0.306
H -5.201 -2.980 0.443 0.317
H -3.901 -4.101 -0.348 0.224
H -5.402 -3.536 -1.345 0.399
H -6.083 -1.498 -0.955 0.370
H -4.987 0.031 -1.033 0.252
H -5.149 -1.091 -2.628 0.230
H -1.955 -3.736 -1.239 0.194
H -0.600 -2.918 -2.236 0.159
H -0.165 -4.173 -0.926 0.391
H 2.970 -1.580 -0.256 0.089
H 1.106 -0.500 -2.189 0.134
H 1.302 -2.173 -2.950 0.359
H 2.816 -1.163 -2.534 0.265
H 2.477 -3.827 -2.247 0.383
H 2.076 -4.552 -0.605 0.326
H 4.436 -4.897 -1.241 0.426
H 4.539 -3.708 0.264 0.178
H 5.499 -1.895 -1.049 0.235
H 6.076 -3.372 -2.085 0.336
H 4.602 -2.395 -2.737 0.205
```

Output
SMILES string   C#CCN1[C@@H](Cc2ccccc2C)[C@@](F)(C[C@@H](C)Br)[N@+](C=C)(B(O)N(C)C)[C@](C)(Cl)[C@]1([C@H](C)CCC)S(=O)(=O)F
E_LUMO   -4.095 eV
DFT total energy   -5138.47912 hartree
Charge   +1
Strongest force on any atom   11.12 eV Å⁻¹
Frontier orbital gap   6.69 eV

=====

[4]
Here is a molecular structure, C28H43BN9SbTl at a distorted geometry from the Open Molecules 2025 dataset. Energies are from ωB97M-V/def2-TZVPD.

Geometry as XYZ:
```
83
Properties=species:S:1:pos:R:3:mulliken_charge:R:1
Tl 0.536 -1.450 -0.100 0.825
C 1.232 3.134 -3.053 0.849
C 2.519 3.158 -2.495 1.102
C 3.484 2.584 -3.388 0.230
C 2.723 2.318 -4.591 0.653
C 1.359 2.618 -4.389 -0.212
C 0.185 2.179 -5.257 -1.368
C 3.352 1.629 -5.819 -1.375
C 4.930 2.370 -3.179 -1.456
C 2.825 3.801 -1.212 -1.581
C -0.077 3.549 -2.419 -1.553
H -0.658 2.698 -4.734 0.325
H 0.044 1.126 -5.182 0.388
H 0.237 2.581 -6.310 0.390
H 2.505 1.230 -6.370 0.396
H 4.052 0.847 -5.520 0.416
H 3.852 2.431 -6.457 0.305
H 5.338 1.606 -3.821 0.368
H 5.142 2.182 -2.168 0.426
H 5.507 3.330 -3.405 0.319
H 3.827 4.235 -1.175 0.438
H 2.711 3.117 -0.343 0.269
H 2.065 4.541 -0.997 0.415
H -0.675 3.865 -3.266 0.387
H -0.039 4.368 -1.730 0.423
H -0.565 2.714 -1.968 0.447
B 3.063 -2.193 2.732 -0.292
N 3.322 -3.260 1.642 0.683
C 3.915 -4.467 1.870 -0.269
C 4.258 -4.911 0.576 -0.699
C 3.637 -4.061 -0.350 -0.515
N 3.063 -3.015 0.307 -0.468
N 2.541 -0.794 2.352 0.343
C 3.305 0.290 2.021 -0.448
C 2.518 1.438 2.201 -0.969
C 1.283 0.959 2.558 -0.124
N 1.284 -0.406 2.630 -0.294
H 2.207 -2.680 3.523 -0.116
H 4.088 -1.999 3.350 -0.140
H 4.129 -4.871 2.875 0.415
H 4.775 -5.825 0.408 0.382
H 3.609 -4.112 -1.424 0.421
H 4.376 0.280 1.783 0.456
H 2.860 2.446 1.939 0.551
H 0.332 1.513 2.751 0.183
N -3.315 -3.739 -2.818 0.073
C -2.292 -2.847 -2.963 -0.265
N -1.671 -2.773 -1.752 -0.176
C -2.248 -3.774 -1.002 0.085
N -3.281 -4.319 -1.625 -0.557
C -1.915 -4.077 0.388 0.383
C -2.817 -4.959 1.077 -0.228
N -2.612 -5.270 2.376 -0.567
C -1.519 -4.672 2.937 -0.419
C -0.670 -3.841 2.269 -0.181
N -0.906 -3.471 0.995 -0.087
H -3.988 -4.167 -3.426 0.235
H -2.116 -2.221 -3.834 0.447
H -3.681 -5.317 0.563 0.512
H -1.392 -4.842 4.022 0.394
H 0.157 -3.327 2.719 0.394
C -5.670 -0.774 2.013 -1.015
C -5.220 0.604 2.416 -0.937
Sb -3.157 0.954 1.650 0.463
C -2.308 0.343 3.612 -0.718
C -1.930 1.479 4.553 -1.148
C -3.156 3.193 1.848 -0.641
C -3.580 3.884 0.624 -0.989
H -6.594 -0.993 2.584 0.346
H -4.921 -1.527 2.252 0.258
H -5.893 -0.697 0.936 0.292
H -5.143 0.691 3.499 0.417
H -5.829 1.437 2.016 0.471
H -1.429 -0.272 3.394 0.372
H -3.099 -0.290 4.034 0.514
H -1.159 2.123 4.193 0.262
H -1.646 1.069 5.531 0.360
H -2.799 2.158 4.746 0.308
H -2.151 3.464 2.298 0.346
H -3.921 3.424 2.636 0.321
H -2.972 3.614 -0.275 0.090
H -3.534 5.003 0.804 0.339
H -4.599 3.633 0.312 0.325
```

Output
E_LUMO (spin up / spin down)   -6.155 / -6.144 eV
DFT total energy   -2022.73139 hartree
Charge   +1
Strongest force on any atom   3.13 eV Å⁻¹
Frontier orbital gap (spin up / spin down)   3.46 / 3.47 eV
Energy relative to the best compared isomer or geometry (same formula, charge and spin)   250.1 kJ/mol

=====

[5]
Here is a molecular structure, C28H43Be2Br2Cl2F2IO11PS3 at a distorted geometry from the Open Molecules 2025 dataset. Energies are from ωB97M-V/def2-TZVPD.

Geometry as XYZ:
```
95
Properties=species:S:1:pos:R:3:mulliken_charge:R:1
C 0.115 -3.254 -2.025 -1.606
C -0.414 -1.939 -1.397 -0.341
C 0.625 -1.245 -0.423 1.143
O 1.413 -2.199 0.319 -0.575
C 2.727 -2.126 -0.126 1.088
O 3.058 -2.753 -1.062 -0.522
C 3.768 -1.230 0.577 -0.976
S 4.350 0.180 -0.451 0.002
P 2.826 1.777 -0.245 0.292
C 1.403 3.087 -0.015 -0.868
C 0.051 2.621 -0.618 0.227
O -0.029 2.122 -1.660 -0.366
I -1.851 2.885 0.498 0.323
O -0.969 -1.005 -2.336 -0.005
C -0.243 -0.862 -3.501 0.569
O -0.827 -0.969 -4.516 -0.609
C 1.263 -0.508 -3.553 0.201
S 2.059 -0.862 -5.163 -0.210
H -0.735 -3.736 -2.549 0.357
H 0.388 -3.948 -1.207 0.477
H 1.002 -3.137 -2.668 0.343
H -1.250 -2.236 -0.734 0.651
H 1.223 -0.464 -0.927 -0.821
H -0.003 -0.715 0.325 0.110
H 4.631 -1.891 0.797 0.436
H 3.363 -0.832 1.532 0.374
H 3.828 2.782 -0.215 0.155
H 2.415 1.174 0.973 -0.028
H 2.327 1.395 -1.512 -0.047
H 1.260 3.203 1.093 0.379
H 1.704 4.074 -0.426 0.519
H 1.873 -1.033 -2.797 -0.360
H 1.390 0.577 -3.349 0.130
H 1.201 -0.292 -6.059 0.163
Be 6.472 -1.217 0.683 0.312
C 5.022 -4.512 4.448 -0.644
C 4.429 -5.553 5.035 -0.394
C 3.149 -6.108 4.525 0.094
O 2.611 -7.050 5.059 -0.504
C 2.550 -5.460 3.334 0.050
C 3.152 -4.406 2.743 -0.395
C 4.432 -3.862 3.262 0.641
O 4.964 -2.915 2.715 -0.386
H 5.955 -4.099 4.809 0.445
H 4.850 -6.041 5.905 0.429
H 1.618 -5.875 2.972 0.456
H 2.731 -3.912 1.878 0.338
Br 3.796 -5.767 0.628 -0.090
F -3.298 0.856 1.844 -0.522
Be 0.009 4.886 1.188 0.286
Br -2.538 0.079 -0.230 0.139
O -7.774 0.675 2.136 -0.629
S -8.474 -0.043 1.113 1.241
O -9.042 -1.332 1.362 -0.613
O -7.544 -0.129 -0.187 -0.294
C -6.213 -0.648 -0.037 -0.297
C -6.209 -2.163 0.043 -0.961
C -9.716 1.002 0.422 -0.936
H -5.721 -0.205 0.832 0.339
H -5.656 -0.335 -0.920 0.202
H -6.675 -2.508 0.967 0.342
H -5.186 -2.543 0.016 0.282
H -6.772 -2.595 -0.785 0.286
H -9.270 1.962 0.175 0.307
H -10.495 1.130 1.172 0.373
H -10.125 0.523 -0.464 0.319
F -1.330 5.514 3.274 -0.229
C -2.032 5.134 4.380 0.407
C -1.529 4.134 5.187 -0.343
C -2.243 3.751 6.313 -0.362
C -3.452 4.366 6.609 -0.530
C -3.946 5.368 5.783 -0.399
C -3.228 5.759 4.662 -0.417
H -0.588 3.661 4.934 0.360
H -1.857 2.974 6.959 0.371
H -4.011 4.064 7.486 0.377
H -4.890 5.844 6.012 0.381
H -3.592 6.544 4.011 0.409
C -3.436 -1.557 -5.675 0.162
Cl -3.848 -2.369 -4.160 -0.149
Cl -4.514 -0.193 -5.992 -0.185
H -2.416 -1.192 -5.608 -0.043
H -3.523 -2.271 -6.489 0.342
C 6.273 3.708 -4.639 -1.386
C 5.967 2.566 -3.684 0.383
C 6.202 1.215 -4.340 -1.150
O 4.603 2.656 -3.252 -0.423
H 5.625 3.662 -5.519 0.363
H 6.090 4.670 -4.158 0.326
H 7.312 3.676 -4.972 0.400
H 6.592 2.656 -2.793 0.272
H 5.551 1.087 -5.210 0.310
H 5.968 0.405 -3.646 0.228
H 7.239 1.109 -4.664 0.398
H 4.040 2.579 -4.031 0.309
```

Output
E_LUMO   -7.821 eV
DFT total energy   -10050.75050 hartree
Charge   +1
Strongest force on any atom   2.52 eV Å⁻¹
Frontier orbital gap   1.62 eV